Record 1
Density functional theory data (ωB97M-V/def2-TZVPD) for the molecule C10H12O3 at a distorted geometry.

## Properties
Orbital gap (eV): 7.55
Energy above the lowest of the compared OMol25 structures with the same formula, charge and spin (kcal/mol): 180.8
E_HOMO (eV): -7.0
Net charge: 0

The geometry in XYZ format:
```
25
Properties=species:S:1:pos:R:3:forces:R:3
C 1.691260 -1.742636 -0.585638 0.855 1.235 1.945
C 1.126433 -2.030687 0.628526 0.754 -1.351 -2.658
C -1.186318 2.147261 -0.926592 2.074 -4.885 -0.739
C -0.033000 1.534490 -1.415432 -2.293 2.535 1.166
C 1.503208 -0.488140 -1.479670 -2.290 -2.418 0.832
C 0.091526 -1.313410 1.409497 -1.864 -0.778 -0.317
C -1.367168 0.834632 1.224094 -1.471 -4.678 -1.433
C -1.968329 1.040522 -0.236671 -2.250 1.862 -0.362
C 0.157806 0.140085 -1.194844 0.372 -1.190 1.790
C -0.028800 0.135165 1.123124 -1.079 0.623 -3.044
O -2.127422 -0.166952 -1.064993 0.083 0.394 0.789
O -0.883048 -0.775182 -1.541279 0.450 1.809 0.830
O 1.015126 0.909924 1.543717 0.584 -0.613 0.338
H 2.645972 -2.267937 -0.753610 -0.831 -0.286 -0.468
H 1.432970 -3.035838 0.990417 -0.106 0.944 0.252
H -1.463762 3.149992 -1.050628 -0.352 1.110 0.108
H 0.737306 2.210363 -1.719539 0.800 -0.128 -0.593
H 2.273312 0.207815 -1.354503 1.243 1.100 0.336
H 1.551882 -0.863217 -2.501675 -0.043 0.144 -0.297
H -0.920016 -1.851973 1.567820 1.430 0.794 -0.982
H 0.463725 -1.361454 2.388411 0.625 -0.028 1.988
H -1.265635 1.704295 1.723946 0.271 3.171 1.319
H -2.142220 0.210724 1.844429 1.503 0.822 -1.175
H -3.087762 1.368516 -0.223262 1.824 -0.832 0.453
H 1.782953 0.303643 1.604355 -0.289 0.643 -0.078
```
Positions in Å, forces in eV/Å.

Here are the natural (NBO) charges for atoms 1 to 6, given in e: number 1, C, carries -0.16; number 2, C, carries -0.20; number 3, C, carries -0.23; number 4, C, carries -0.24; number 5, C, carries -0.49; number 6, C, carries -0.55

Record 2
Density functional theory data (ωB97M-V/def2-TZVPD) for a structure of composition C36H37BF6O3 at a distorted geometry.

## Properties
Orbital gap (eV): 3.17
Energy above the lowest of the compared OMol25 structures with the same formula, charge and spin (kcal/mol): 62.5
E_HOMO (eV): -5.3
Net charge: 0

The geometry in XYZ format:
```
83
Properties=species:S:1:pos:R:3:forces:R:3
C 5.704123 1.104687 -4.587183 -0.298 0.491 0.311
O 5.204295 1.995204 -3.578536 0.099 -0.090 -0.052
C 3.869158 2.068535 -3.349539 -0.509 -0.178 0.083
C 3.472577 2.588763 -2.093462 0.698 -0.576 -0.774
C 2.147071 2.590681 -1.747298 -0.401 0.202 -0.052
C 1.128243 2.148086 -2.643199 0.687 -0.047 -0.212
C -0.226493 2.258762 -2.250904 -0.017 0.242 -0.220
C -1.367599 1.995288 -3.076164 -0.751 0.129 -0.488
C -2.502109 2.834737 -2.875150 0.040 -0.466 0.174
C -3.696529 2.607247 -3.540130 -0.010 -0.184 -0.311
C -3.787378 1.586839 -4.496166 -0.020 0.004 0.195
C -2.679984 0.773223 -4.749963 0.166 0.181 0.090
C -1.484358 0.961971 -4.056760 -0.182 0.300 0.323
C 1.558338 1.707350 -3.932071 -0.214 0.140 0.378
C 2.889886 1.659876 -4.284097 0.629 0.023 0.484
H 6.776570 1.286284 -4.589587 -0.060 -0.109 -0.133
H 5.499746 0.061047 -4.324747 -0.065 0.139 -0.036
H 5.275078 1.346471 -5.563676 0.180 -0.092 0.042
H 4.268402 2.923091 -1.427839 -0.310 -0.050 -0.055
H 1.855973 2.974957 -0.772288 0.005 0.020 -0.289
H -0.432967 2.859919 -1.359690 0.167 -0.172 -0.429
H -2.419558 3.663064 -2.165498 -0.041 -0.302 -0.190
H -4.572890 3.220629 -3.329108 0.274 -0.060 -0.074
H -4.725193 1.411600 -5.026230 0.284 0.080 0.151
H -2.759608 -0.012137 -5.506529 0.091 0.203 0.314
H -0.646401 0.286697 -4.231877 -0.372 0.117 0.115
H 0.817905 1.426169 -4.670130 0.183 0.116 0.069
H 3.196358 1.299457 -5.267473 -0.219 0.122 0.316
C -3.613625 -2.278131 1.261423 -0.296 -0.084 -0.196
C -2.119658 -2.253506 1.074879 -0.041 -0.037 -0.885
C -1.476868 -3.638804 1.342891 0.019 0.196 0.067
C -1.616455 -1.602177 -0.293039 -0.925 -0.084 -0.091
C -1.551851 -2.527544 -1.486612 0.080 -0.375 -0.022
C -2.435091 -0.373793 -0.690184 -0.260 0.198 0.140
O -0.268035 -1.206491 0.047453 -0.236 -0.319 1.174
B -0.282243 -1.243509 1.430416 -0.403 1.118 -0.436
C 0.972484 -1.505682 2.253371 0.828 1.166 0.607
C 0.754718 -1.928893 3.570338 0.292 -0.471 -0.526
C 1.736148 -2.672501 4.192228 0.205 -0.098 0.507
C 1.379314 -3.451226 5.429300 -0.166 -0.388 0.843
F 1.316954 -4.796748 5.153814 0.104 1.125 0.293
F 2.291143 -3.295519 6.435802 -0.682 -0.193 -0.744
F 0.156875 -3.101354 5.934917 1.082 -0.292 -0.372
C 3.005288 -2.813687 3.627604 -0.356 0.163 -0.072
C 3.255505 -2.191532 2.410225 0.628 -0.089 0.095
C 4.607881 -2.351006 1.765319 0.804 -0.003 -0.446
F 5.190322 -1.142850 1.485189 -0.462 -0.964 0.179
F 5.491251 -3.050588 2.536057 -0.708 0.576 -0.607
F 4.505557 -3.022834 0.572258 0.149 0.583 0.945
C 2.263910 -1.508147 1.715789 -0.452 -0.601 0.371
C -0.095935 2.144117 1.016006 0.249 -0.739 -0.210
C 1.287668 1.870770 1.455197 0.289 -0.439 0.166
C -1.203955 2.149628 1.880492 -0.842 -0.229 0.679
C -2.448128 2.659490 1.385674 0.274 -0.307 0.336
C -3.554788 2.728747 2.218002 0.058 -0.270 0.152
C -3.484027 2.209488 3.524296 0.086 0.204 0.100
C -2.287997 1.664536 4.016583 0.070 -0.052 -0.122
C -1.161344 1.620468 3.217421 -0.073 0.608 -0.729
O -1.541717 -1.333579 2.027254 0.894 -0.477 -0.524
H -4.095899 -2.717883 0.378589 0.025 -0.015 0.228
H -3.870782 -2.869312 2.145961 -0.011 0.076 -0.148
H -4.003654 -1.267351 1.397822 0.076 -0.092 -0.040
H -1.779632 -4.408973 0.625972 -0.144 0.168 0.195
H -0.377214 -3.583354 1.321265 -0.299 -0.033 -0.181
H -1.735155 -3.947170 2.365169 -0.078 0.010 -0.292
H -2.561913 -2.752874 -1.851924 0.219 -0.067 0.137
H -1.011708 -2.027085 -2.296728 -0.061 -0.044 0.112
H -1.032021 -3.457915 -1.240559 -0.030 0.111 -0.165
H -3.310173 -0.680381 -1.282502 0.180 0.096 0.216
H -2.798706 0.197353 0.178930 0.306 -0.116 -0.286
H -1.824112 0.276040 -1.330921 -0.148 -0.216 0.285
H -0.198641 -1.746297 4.052986 -0.013 -0.316 -0.235
H 3.784312 -3.368060 4.139852 -0.143 -0.035 -0.136
H 2.468860 -1.030477 0.760177 -0.072 -0.332 0.045
H -0.310378 1.867634 -0.011802 -0.020 0.758 -0.147
H 1.761171 1.263915 0.678099 0.231 0.083 0.073
H 1.914474 2.765423 1.595546 -0.201 -0.040 -0.082
H 1.333916 1.305610 2.392071 0.106 0.149 -0.025
H -2.492139 2.982536 0.337714 -0.006 0.028 0.514
H -4.479580 3.183121 1.853661 0.247 -0.259 0.140
H -4.353107 2.237786 4.183813 0.190 0.065 -0.275
H -2.218379 1.259441 5.030601 -0.246 0.120 -0.361
H -0.245536 1.132607 3.561141 -0.352 0.295 0.025
```
Positions in Å, forces in eV/Å.

Here are the Mulliken charges for atoms 1 to 6, given in e: number 1, C, carries -0.79; number 2, O, carries -0.46; number 3, C, carries 0.97; number 4, C, carries -0.81; number 5, C, carries -0.37; number 6, C, carries 1.04